[1]
The following is a DFT calculation (wB97M-V/def2-TZVPD) of a 2-piece molecular cluster, C11H18 overall.

XYZ file:
```
29
Properties=species:S:1:pos:R:3:forces:R:3:nbo_charge:R:1
C 1.676823 1.468165 -0.459304 0.7 0.7 -1.1 -0.2468
C 2.863596 1.418112 0.268522 0.2 0.3 -0.1 -0.2377
C 3.584179 0.227793 0.346620 0.2 0.0 -0.1 -0.1697
C 3.125180 -0.912738 -0.309848 0.3 0.6 -0.6 -0.2406
C 1.932850 -0.855971 -1.025341 1.5 0.4 -1.2 -0.1992
C 1.209940 0.325024 -1.095043 1.4 1.4 -2.3 -0.2059
H 1.117313 2.399374 -0.536565 0.1 -0.2 0.1 0.2234
H 3.219317 2.311447 0.787173 -0.1 -0.3 -0.2 0.2190
H 4.521594 0.189999 0.901017 -0.3 0.0 -0.1 0.2080
H 3.683815 -1.841309 -0.240672 -0.1 0.1 0.0 0.2197
H 1.564848 -1.736820 -1.530284 0.0 -0.1 0.0 0.2201
H 0.280649 0.353725 -1.667293 0.7 0.5 0.0 0.2243
C -4.004752 0.758649 -0.122007 0.5 0.6 -0.5 -0.5992
C -2.989036 -0.325291 -0.367527 0.8 -0.4 0.5 -0.3847
C -1.680239 -0.017364 0.440732 -1.3 0.3 -0.5 -0.3962
C -0.538269 -0.919038 0.143328 0.2 -2.4 1.6 -0.4131
C 0.655949 -0.643351 1.072145 0.5 -0.6 1.1 -0.6423
H -4.312586 0.814262 0.913977 -0.1 0.1 0.2 0.2012
H -3.496793 1.697922 -0.422732 -0.7 -0.2 0.3 0.1967
H -4.869239 0.603703 -0.755331 -0.3 0.1 0.0 0.2060
H -2.778319 -0.304278 -1.448767 0.1 -0.4 0.3 0.1893
H -3.409487 -1.327882 -0.071572 0.6 0.8 -0.4 0.1962
H -1.343919 1.024014 0.271180 -0.4 -0.2 0.0 0.1866
H -1.952315 -0.098760 1.503539 0.2 0.1 -0.1 0.2021
H -0.198060 -0.930274 -0.886516 -1.3 -0.5 0.6 0.2014
H -0.857907 -1.961095 0.372929 0.0 0.4 -0.2 0.1976
H 0.343500 -0.679834 2.101108 -0.4 0.0 0.6 0.1973
H 1.498701 -1.375103 0.950150 -1.7 0.4 0.7 0.2171
H 1.152663 0.336925 0.866368 -1.4 -1.7 1.6 0.2296
```
Positions in Å, forces in eV/Å.

## Properties
Energy above the lowest of the compared OMol25 structures with the same formula, charge and spin, eV: 2.929
Structure (SMILES): c1ccccc1.CCCCC
E_HOMO, eV: -8.818
Spin multiplicity: 1
HOMO-LUMO gap, eV: 9.88
LUMO, eV: 1.1
Net charge: 0

---

[2]
The following is a DFT calculation (wB97M-V/def2-TZVPD) of C23H37AuN2O6PS2 as an isolated structure.

XYZ file:
```
72
Properties=species:S:1:pos:R:3:forces:R:3:mulliken_charge:R:1
Au 0.271503 0.367064 -1.195045 0.4 -0.3 0.2 1.3836
O -1.706537 0.625348 -1.210826 -0.2 0.1 -0.1 -0.3190
S -2.725499 1.437132 -0.323547 0.1 -0.1 0.3 -0.0845
C -1.973192 3.070349 0.035571 0.1 -0.1 0.0 -0.0397
C -2.072257 3.587864 1.471003 -0.1 0.0 0.0 -1.0992
C -0.980587 3.138247 2.448452 0.0 -0.1 -0.1 0.0296
C 0.419756 3.661789 2.111108 0.1 -0.1 0.0 -0.8929
S 1.494237 2.398290 1.352863 0.2 0.5 0.3 0.0548
O 0.465235 1.547253 0.590450 -0.3 -0.4 -0.4 -0.4201
C 1.961163 1.430977 2.771713 0.0 0.0 0.0 0.7485
C 2.803917 2.037386 3.697756 0.0 0.0 0.0 -0.6507
C 3.223593 1.304810 4.795221 0.0 0.0 0.0 -0.7124
C 2.820901 -0.017449 4.945975 0.0 0.0 0.0 -0.5823
C 1.999688 -0.613954 3.999218 0.0 0.0 0.1 -0.8694
C 1.565004 0.109519 2.898012 -0.1 0.0 -0.1 0.0303
C -2.913567 0.566890 1.208926 0.0 0.1 -0.1 0.6438
C -1.937763 -0.253788 1.755361 0.1 0.0 0.0 0.4864
C -2.208237 -0.913805 2.941595 0.0 0.0 0.0 -0.6185
C -3.439815 -0.746947 3.567753 0.0 0.0 0.0 -0.7162
C -4.410004 0.070719 3.007364 0.0 0.0 0.0 -0.6844
C -4.158153 0.723746 1.807638 -0.1 0.0 0.0 -0.6693
H -2.490998 3.726269 -0.663232 -0.1 0.0 0.0 0.5918
H -0.937459 2.965301 -0.275862 0.0 0.1 -0.1 -0.0428
H -3.046638 3.348854 1.901481 0.0 0.0 0.0 0.3810
H -2.052411 4.677415 1.387876 0.0 0.0 0.0 0.5148
H -0.955781 2.050051 2.528394 0.0 0.0 0.1 -0.2429
H -1.251946 3.502509 3.438963 0.0 0.1 0.0 0.5650
H 0.967956 3.973919 3.001123 0.0 0.0 0.0 0.4938
H 0.412154 4.505841 1.419275 0.0 0.0 0.0 0.5213
H 3.140418 3.060118 3.571757 0.0 0.0 0.0 0.5024
H 3.870399 1.764515 5.529360 0.0 0.0 0.0 0.4405
H 3.160720 -0.587003 5.799981 0.0 0.0 0.0 0.4378
H 1.698669 -1.645855 4.119111 0.0 0.0 0.0 0.4659
H 0.932979 -0.347586 2.149363 0.0 0.0 0.0 0.2924
H -0.978158 -0.361437 1.268175 0.0 0.0 0.0 -0.0056
H -1.458755 -1.553148 3.388141 0.0 0.0 0.0 0.4943
H -3.647706 -1.270096 4.491219 0.0 0.0 0.0 0.4580
H -5.370665 0.187747 3.489206 0.0 0.0 0.0 0.4592
H -4.925726 1.334374 1.345946 0.0 0.0 0.0 0.5501
C -2.071244 -3.621642 -1.171858 0.0 0.0 0.0 -1.1655
C -2.528020 -2.332585 -1.794974 -0.1 -0.1 0.0 0.3219
O -1.502998 -1.757453 -2.718004 0.3 0.1 -0.1 -0.3455
P -0.015141 -1.429329 -2.621481 -0.3 -0.1 -0.1 0.4567
O 0.558316 -1.124589 -4.009971 0.0 0.1 0.2 -0.2230
C -0.173357 -0.512103 -5.175064 0.0 0.0 0.0 -0.2303
C -0.701734 -1.598394 -6.065431 0.0 0.0 0.0 -1.1604
O 0.792949 -2.532316 -1.927912 0.0 0.2 0.0 0.0011
C 2.141375 -3.089362 -2.287577 -0.1 -0.1 -0.1 0.0164
C 2.596522 -3.932095 -1.133583 0.0 0.0 0.0 -1.2775
H -2.935863 -4.085160 -0.695167 0.0 0.0 0.0 0.4759
H -1.306946 -3.467081 -0.410775 0.0 0.0 0.0 0.2490
H -1.699521 -4.317282 -1.922830 0.0 0.0 0.0 0.3389
H -2.744238 -1.552441 -1.073151 0.0 0.0 0.0 -0.2114
H -3.380607 -2.463147 -2.455387 0.0 0.0 0.0 0.3464
H 0.592852 0.093109 -5.650825 0.0 0.0 0.0 0.3265
H -0.954422 0.126801 -4.764166 0.0 0.0 0.0 0.3518
H 0.102411 -2.242349 -6.416650 0.0 0.0 0.0 0.3432
H -1.161340 -1.129710 -6.936822 0.0 0.0 0.0 0.4152
H -1.461664 -2.196680 -5.565352 0.0 0.0 0.0 0.2865
H 2.785003 -2.237579 -2.486970 0.0 0.0 0.0 0.1732
H 1.982570 -3.659968 -3.199523 0.0 0.0 0.0 0.3473
H 2.756245 -3.332435 -0.238461 0.0 0.0 0.0 0.2949
H 3.541378 -4.403831 -1.405909 0.0 0.0 0.0 0.4275
H 1.880116 -4.722595 -0.918845 0.0 0.0 0.0 0.3331
N 4.379601 0.543596 -1.838499 0.0 0.0 0.0 -0.3947
C 3.093646 0.819974 -1.988293 0.1 0.0 0.0 0.9375
N 2.714924 1.887356 -2.688912 0.0 0.0 0.0 -0.3643
O 2.257878 0.016828 -1.425701 -0.2 0.1 0.1 -0.7574
H 5.107069 1.094512 -2.266711 0.0 0.0 0.0 0.2072
H 4.652631 -0.240445 -1.267414 0.0 0.0 0.0 0.2423
H 3.389176 2.484538 -3.143437 0.0 0.0 0.0 0.2442
H 1.745990 2.050629 -2.901182 0.0 0.0 0.0 0.0978
```
Positions in Å, forces in eV/Å.

## Properties
Energy above the lowest of the compared OMol25 structures with the same formula, charge and spin, eV: 0.000
E_HOMO, eV: -16.824
Spin multiplicity: 1
HOMO-LUMO gap, eV: 6.58
LUMO, eV: -10.2
Net charge: +3

---

Question: Which value of spin multiplicity does entry 1 give?
Answer: 1